--- i ---
A cluster of 2 separate species, CHFO2 in total, computed with ωB97M-V with the def2-TZVPD basis set.

SMILES: O=C=O.F
Molecular weight: 64.02 g mol⁻¹
Spin multiplicity: 1
HOMO: -13.361 eV

Last column: natural (NBO) charge in e.
Element x y z (Å)
F1 -1.1176 -1.9033 -1.5005  -0.566
O1 0.9609 1.2261 2.0213  -0.499
O2 0.6210 0.6520 -0.1289  -0.521
C1 0.8495 0.9587 0.9323  1.020
H1 -1.3139 -0.9334 -1.3242  0.566

--- ii ---
A cluster of 2 separate species, CHFO2 in total, computed with ωB97M-V with the def2-TZVPD basis set.

Molecular weight: 64.02 g mol⁻¹
Spin multiplicity: 1
HOMO: -11.732 eV

Last column: natural (NBO) charge in e.
Element x y z (Å)
F1 -1.9471 -0.6556 -0.0584  -0.557
O1 2.1582 -0.0271 -0.2038  -0.254
O2 1.6284 1.1395 0.4342  -0.265
C1 0.9530 0.0010 0.2789  0.519
H1 -2.7925 -0.4577 -0.4509  0.558

Most stable: i

--- i ---
The ion C4H8FN2O with charge +1, computed with ωB97M-V with the def2-TZVPD basis set.

Charge: +1
Molecular weight: 119.12 g mol⁻¹
Spin multiplicity: 1
HOMO (spin up / spin down): -15.295 / -14.534 eV

Last column: natural (NBO) charge in e.
Element x y z (Å)
F1 1.4756 -1.9435 2.3398  -0.250
O1 -0.6371 0.9888 0.7960  -0.259
N1 0.4582 -1.0943 0.5642  -0.606
N2 0.2342 1.4551 1.6257  -0.092
C1 -0.1783 0.0798 -0.1640  0.400
C2 1.0119 -0.9361 1.6736  0.766
C3 -1.3937 -0.3842 -0.9086  -0.639
C4 0.8289 0.6726 -1.1054  -0.717
H1 -1.1978 -0.9598 -1.7848  0.251
H2 -0.3572 1.7386 2.4846  0.369
H3 0.3387 -2.1288 0.1722  0.475
H4 -1.8205 0.5266 -1.2281  0.257
H5 -2.0807 -0.8526 -0.1807  0.239
H6 1.5944 1.3346 -0.5998  0.268
H7 1.2248 -0.0029 -1.9214  0.266
H8 0.4985 1.5061 -1.7631  0.272

--- ii ---
A structure of composition C4H8FN2O, computed with ωB97M-V with the def2-TZVPD basis set.

Charge: +1
Molecular weight: 119.12 g mol⁻¹
Spin multiplicity: 1
HOMO: -15.022 eV

Last column: natural (NBO) charge in e.
Element x y z (Å)
F1 0.1176 -1.6271 -0.8852  -0.524
O1 -2.4749 0.1148 0.3397  -0.414
N1 -0.6760 0.6955 -0.8658  -0.559
N2 1.9548 0.3137 -0.6053  -0.687
C1 1.1233 -0.0325 0.6266  -0.220
C2 -0.2865 -0.2453 0.1052  0.444
C3 -1.9331 0.8155 -0.6717  0.474
C4 -1.4343 -0.6528 0.9033  -0.175
H1 -2.3644 1.5601 -1.3591  0.250
H2 1.8505 -0.5877 -1.1112  0.479
H3 1.1744 0.8443 1.1278  0.224
H4 2.9155 0.6905 -0.4806  0.454
H5 -1.2876 -0.3588 2.0619  0.249
H6 -1.8210 -1.7501 0.8824  0.302
H7 1.4910 0.9562 -1.2062  0.455
H8 1.6506 -0.7361 1.1381  0.249

Most stable: ii

--- i ---
A cluster of 14 separate species, C5H39N2O14 in total, computed with ωB97M-V with the def2-TZVPD basis set.

Charge: +1
Molecular weight: 351.37 g mol⁻¹
Spin multiplicity: 1
HOMO: -11.588 eV

Last column: natural (NBO) charge in e.
Element x y z (Å)
O1 2.4741 0.0139 -2.4685  -0.988
O2 -1.5370 -0.2515 2.5086  -1.004
O3 0.1147 -2.3768 2.5630  -1.014
O4 -3.5353 -2.3190 1.9627  -0.986
O5 -1.0978 2.3757 2.8451  -0.995
O6 2.2470 -2.6184 -1.5516  -1.006
O7 -1.4192 -3.5586 0.6330  -0.992
O8 -0.4286 -3.1607 -1.9377  -1.007
O9 -1.1439 4.0542 0.7422  -1.017
O10 2.4327 -2.9575 1.1216  -0.988
O11 -1.4392 -1.1408 -3.3358  -1.027
O12 -2.3734 2.7685 -1.8337  -0.983
O13 1.0085 3.5944 -0.8578  -1.001
O14 -2.5639 -0.0491 0.0151  -0.586
N1 2.2670 1.3548 0.1259  -0.693
N2 -0.0384 1.0102 -2.3308  -0.740
C1 -2.0296 0.3170 -1.0110  0.496
C2 -0.5757 0.7901 -0.9424  -0.166
C3 3.3324 1.7771 1.0218  -0.410
C4 0.3214 -0.1835 -0.1764  -0.438
C5 1.3030 0.4879 0.7935  -0.227
H1 0.9907 0.7428 -2.3774  0.473
H2 0.5417 -3.0800 -1.8116  0.503
H3 1.5040 4.4102 -1.0807  0.495
H4 -0.5081 0.4103 -3.0347  0.468
H5 0.7606 1.0360 1.5755  0.176
H6 3.1984 -2.6734 1.6432  0.493
H7 1.8043 2.1603 -0.2658  0.402
H8 0.8676 -0.8160 -0.8658  0.234
H9 -0.7398 -3.2601 1.2772  0.513
H10 -2.3059 -0.7134 2.8591  0.523
H11 2.9525 2.3125 1.8989  0.174
H12 -1.4969 2.6701 3.6692  0.491
H13 -0.4404 -1.5473 2.5567  0.521
H14 -2.8935 -2.8114 1.4057  0.493
H15 -3.1248 3.1604 -2.2919  0.495
H16 2.8492 0.4724 -1.6752  0.507
H17 0.0378 -2.7280 3.4534  0.501
H18 -1.1051 -1.9076 -2.7960  0.519
H19 -1.1449 3.5025 1.5677  0.522
H20 1.6289 -2.7655 1.6608  0.513
H21 1.8408 -0.2981 1.3144  0.201
H22 -2.1738 3.3221 -1.0680  0.506
H23 2.4087 -0.9363 -2.1970  0.507
H24 -1.7498 -1.4974 -4.1808  0.497
H25 -1.4095 4.9310 1.0872  0.494
H26 -0.1404 1.9837 -2.5882  0.445
H27 -0.2807 -0.9215 0.3477  0.221
H28 -0.8123 -3.3113 -1.0464  0.503
H29 -2.5668 0.3348 -1.9526  0.185
H30 -4.0738 -1.8581 1.3069  0.479
H31 -1.7885 -0.1862 1.5545  0.513
H32 -1.2395 1.4173 2.7690  0.512
H33 4.0178 2.4496 0.5062  0.209
H34 -0.5584 1.7433 -0.4210  0.253
H35 0.2986 3.8826 -0.2487  0.511
H36 2.8271 -3.2744 -1.9507  0.502
H37 2.3560 -2.6888 -0.5693  0.524
H38 3.8981 0.9074 1.3561  0.191
H39 -1.5490 -4.5024 0.7255  0.499

--- ii ---
A cluster of 14 separate species, C5H39N2O14 in total, computed with ωB97M-V with the def2-TZVPD basis set.

Charge: +1
Molecular weight: 351.37 g mol⁻¹
Spin multiplicity: 1
HOMO: -12.663 eV

Last column: natural (NBO) charge in e.
Element x y z (Å)
O1 -0.8039 -4.0807 -1.6139  -0.963
O2 -0.9914 2.8001 -2.9903  -0.988
O3 1.5231 -2.9769 -1.9319  -0.996
O4 -0.5708 3.9954 2.3995  -0.946
O5 2.0009 2.3647 0.3267  -0.968
O6 3.8534 1.4135 2.0325  -0.959
O7 -1.7933 -1.3109 -2.8463  -0.957
O8 2.4319 -0.8729 0.3790  -0.962
O9 3.8251 1.4033 -1.2117  -1.017
O10 -1.6331 -2.3998 1.7454  -0.630
O11 1.5597 1.5408 -2.4166  -0.995
O12 -3.4255 0.3798 -1.8800  -0.977
O13 0.9664 -0.8767 -3.4884  -0.997
O14 -3.0885 -0.4934 3.6533  -0.926
N1 0.9546 1.1386 2.5965  -0.736
N2 -3.3922 -1.5099 0.6183  -0.867
C1 -0.7057 0.3446 1.1395  -0.410
C2 -1.1086 -0.6940 0.1249  -0.520
C3 -2.0787 -1.6544 0.9242  0.680
C4 -0.2145 -0.7304 3.5877  -0.658
C5 0.3314 -0.1332 2.2998  -0.052
H1 -1.5574 -0.2218 -0.8104  0.231
H2 3.2578 1.6391 -1.9833  0.509
H3 -1.5216 -3.5459 -1.1685  0.497
H4 2.5808 -0.2055 -0.2980  0.487
H5 4.7921 1.4585 -1.6986  0.496
H6 -3.3191 -0.6179 2.6963  0.458
H7 2.8711 2.7575 0.1681  0.509
H8 1.8691 2.1244 -0.6159  0.508
H9 0.9884 0.9147 -2.7096  0.499
H10 -1.0755 -0.0115 3.6638  0.252
H11 -4.2157 -0.1422 -2.0925  0.464
H12 -3.7936 -0.7822 -0.0850  0.434
H13 -2.8198 -0.3451 -2.1440  0.485
H14 -0.5443 1.2491 0.6781  0.209
H15 -0.2019 -1.2444 -0.2988  0.225
H16 -0.8110 3.5810 -3.5519  0.492
H17 4.6593 0.9150 2.2279  0.477
H18 1.4226 -0.5450 -4.2286  0.491
H19 -1.8706 2.4508 -3.1444  0.510
H20 1.2176 1.7517 1.6134  0.492
H21 1.0292 -0.8673 1.8577  0.264
H22 1.3833 -1.6068 -3.1092  0.507
H23 0.5486 -3.0277 -2.0513  0.503
H24 -4.1424 -2.0274 0.9941  0.407
H25 0.9075 2.3331 -2.6101  0.513
H26 -0.4732 -1.7573 3.4950  0.247
H27 -0.9255 -1.1679 -2.4781  0.497
H28 3.9404 1.3578 1.0573  0.484
H29 -0.6702 -4.8621 -1.0916  0.492
H30 -1.6366 -1.5425 -3.7605  0.507
H31 -1.4742 4.6068 2.3787  0.487
H32 -1.6815 0.5354 1.7298  0.214
H33 0.4704 1.8849 2.9254  0.426
H34 1.7221 -3.7835 -1.5290  0.486
H35 -0.5269 3.9126 1.4709  0.462
H36 1.8225 1.1190 3.1889  0.448
H37 2.3452 -1.6713 -0.1236  0.483
H38 0.5678 -0.8127 4.2896  0.217
H39 -2.7751 -1.4509 3.6992  0.476

Most stable: i

--- i ---
A cluster of 2 separate species, C6H14NO in total, computed with ωB97M-V with the def2-TZVPD basis set.

Charge: +1
Molecular weight: 116.18 g mol⁻¹
Spin multiplicity: 1
HOMO: -12.198 eV

Last column: natural (NBO) charge in e.
Element x y z (Å)
O1 1.7969 -1.0563 -1.1427  -0.973
N1 0.8481 1.3215 -1.5043  -0.693
C1 -0.7501 -2.9342 0.9976  -0.357
C2 -0.4483 1.9316 0.5294  -0.485
C3 -0.6685 0.7121 1.3950  -0.147
C4 -0.7484 -1.7588 1.6181  -0.220
C5 -0.5212 1.7232 -0.9555  -0.219
C6 -0.6265 -0.5056 0.8728  -0.233
H1 -0.8523 0.9628 2.4292  0.231
H2 0.8033 1.1242 -2.5056  0.434
H3 -0.8526 -3.8370 1.5837  0.220
H4 -0.9598 2.4722 -1.6208  0.242
H5 2.7254 -1.3115 -1.2021  0.515
H6 1.5051 2.0899 -1.3570  0.428
H7 1.2436 -1.8468 -1.1143  0.511
H8 -1.1126 0.8366 -1.1376  0.224
H9 -0.7465 -3.0398 -0.0732  0.174
H10 0.4890 2.3968 0.8614  0.230
H11 1.1870 0.4603 -1.0453  0.472
H12 -0.4494 -0.6528 -0.1777  0.160
H13 -0.7238 -1.8043 2.7105  0.227
H14 -1.1381 2.7158 0.8382  0.257

--- ii ---
A cluster of 2 separate species, C6H14NO in total, computed with ωB97M-V with the def2-TZVPD basis set.

Charge: +1
Molecular weight: 116.18 g mol⁻¹
Spin multiplicity: 1
HOMO: -13.145 eV

Last column: natural (NBO) charge in e.
Element x y z (Å)
O1 0.4382 1.1240 1.7705  -0.742
N1 -1.3060 -0.3165 0.1329  -0.704
C1 -0.4220 3.2262 1.1501  -0.445
C2 -0.3232 -1.3457 -0.2954  -0.105
C3 -0.7221 -2.5208 -0.7432  -0.104
C4 1.3935 2.1914 -0.2359  -0.685
C5 0.2056 -3.5981 -1.1922  -0.651
C6 0.4544 2.2638 0.9290  0.264
H1 -2.1566 -0.8200 0.3931  0.439
H2 1.1084 1.4313 -0.9631  0.208
H3 1.3888 3.1116 -0.8198  0.254
H4 0.7034 -1.0374 -0.1870  0.225
H5 2.4239 2.0143 0.0824  0.232
H6 1.2431 -3.3017 -1.0501  0.229
H7 -0.0033 -3.8423 -2.2351  0.250
H8 1.3704 0.8748 1.8876  0.498
H9 -1.0877 3.2383 2.0017  0.226
H10 -1.5318 0.3393 -0.6134  0.442
H11 0.0568 -4.5276 -0.6425  0.251
H12 -1.7935 -2.7129 -0.7802  0.210
H13 -0.9148 0.1754 0.9717  0.484
H14 -0.5253 4.0325 0.4388  0.224

Most stable: i

--- i ---
A cluster of 2 separate species, C6H14NO in total, computed with ωB97M-V with the def2-TZVPD basis set.

Charge: +1
Molecular weight: 116.18 g mol⁻¹
Spin multiplicity: 1
HOMO: -12.680 eV

Last column: natural (NBO) charge in e.
Element x y z (Å)
O1 -0.8961 3.4229 0.5049  -0.657
N1 -1.3585 0.9742 -4.2790  -1.079
C1 1.3578 -1.5396 1.9959  -0.502
C2 1.2702 -3.1134 1.7288  -0.547
C3 -0.2522 1.2250 -0.1549  0.154
C4 -1.2899 2.2094 -0.0721  -0.163
C5 -0.0277 0.2017 0.7314  -0.338
C6 1.1547 -0.5987 0.8209  0.266
H1 -1.2398 1.1780 -3.2648  0.334
H2 0.0405 3.5126 0.7489  0.491
H3 -1.9217 2.2863 -0.9343  0.229
H4 2.2925 -1.2709 2.4653  0.283
H5 -2.1196 0.2907 -4.4904  0.383
H6 0.3392 -3.2039 1.4246  0.205
H7 -0.8110 0.0541 1.4236  0.236
H8 -1.9616 1.8320 0.6527  0.188
H9 1.5807 -0.9512 -0.1011  0.226
H10 -0.4239 0.6292 -4.5946  0.367
H11 1.9651 -3.4667 1.0082  0.227
H12 0.5382 -1.2704 2.7201  0.231
H13 0.3390 1.1926 -1.0583  0.214
H14 1.4242 -3.5938 2.7243  0.252

--- ii ---
A cluster of 2 separate species, C6H14NO in total, computed with ωB97M-V with the def2-TZVPD basis set.

Charge: +1
Molecular weight: 116.18 g mol⁻¹
Spin multiplicity: 1
HOMO: -11.498 eV

Last column: natural (NBO) charge in e.
Element x y z (Å)
O1 -2.1452 -0.4549 -0.7602  -0.591
N1 1.5708 0.0794 1.3884  -0.553
C1 0.6984 1.2536 0.9349  -0.060
C2 -0.2714 -0.0015 -2.1682  -0.698
C3 0.2808 -0.1867 0.9604  -0.401
C4 -1.0570 -0.9804 -1.2410  0.701
C5 0.4693 2.2570 2.0870  -0.640
C6 -0.6059 -2.3477 -1.2835  -0.732
H1 -2.7260 -1.0371 -0.3397  0.510
H2 0.4535 -2.3822 -1.3356  0.269
H3 -0.0698 3.0107 1.7127  0.233
H4 -0.5971 -0.4581 1.6861  0.198
H5 0.7540 -0.2838 -2.3720  0.245
H6 -0.9818 -2.7055 -2.2307  0.266
H7 1.9369 0.0976 2.3908  0.426
H8 -0.0712 1.6829 2.8598  0.223
H9 -0.4317 0.9521 -1.6185  0.252
H10 -0.8515 0.0765 -3.1341  0.258
H11 1.3024 2.8311 2.2935  0.230
H12 -0.9270 -3.0152 -0.5463  0.251
H13 1.0150 1.7054 0.0358  0.197
H14 2.2545 -0.0934 0.6804  0.415

Most stable: i